{"formula": "C30H15CeF5N7S2", "method": "ωB97M-V/def2-TZVPD", "e_homo_ev": [-12.7, -12.7], "total_energy_ha": -3305.90096, "spin_multiplicity": 2, "charge": 2, "symbols": ["Ce", "F", "C", "C", "F", "C", "F", "C", "S", "C", "F", "C", "F", "S", "N", "C", "C", "C", "C", "C", "N", "C", "C", "N", "C", "C", "C", "C", "C", "N", "H", "H", "H", "H", "H", "H", "N", "C", "C", "C", "C", "C", "C", "N", "C", "C", "C", "C", "N", "C", "C", "H", "H", "H", "H", "H", "H", "H", "H", "H"], "coordinates": [[-1.284, -22.930, 8.233], [-5.179, -27.152, 12.552], [-4.378, -26.769, 11.568], [-3.798, -25.505, 11.546], [-4.049, -24.669, 12.525], [-3.097, -25.184, 10.452], [-2.425, -23.962, 10.417], [-2.937, -25.973, 9.335], [-1.992, -25.514, 7.841], [-3.372, -27.295, 9.407], [-3.122, -28.101, 8.376], [-4.182, -27.702, 10.509], [-4.775, -28.894, 10.567], [5.961, -20.674, 10.684], [5.504, -20.964, 9.213], [4.326, -21.537, 9.315], [3.447, -22.023, 8.219], [3.827, -22.024, 6.888], [2.900, -22.352, 5.923], [1.579, -22.591, 6.371], [1.185, -22.555, 7.655], [2.138, -22.294, 8.556], [1.679, -22.369, 9.967], [0.378, -22.755, 10.185], [-0.002, -22.856, 11.456], [0.789, -22.477, 12.559], [2.136, -22.167, 12.297], [2.587, -22.091, 10.981], [3.903, -21.701, 10.649], [4.728, -21.197, 11.554], [4.880, -21.898, 6.549], [3.106, -22.364, 4.852], [0.735, -22.721, 5.634], [-1.049, -23.151, 11.661], [0.432, -22.454, 13.567], [2.777, -21.910, 13.145], [-4.713, -17.383, 11.910], [-4.774, -16.062, 12.142], [-5.225, -15.214, 13.192], [-5.049, -13.825, 13.076], [-4.466, -13.264, 11.937], [-4.043, -14.079, 10.903], [-4.135, -15.455, 11.040], [-3.684, -16.414, 10.198], [-3.957, -17.536, 10.744], [-3.683, -18.858, 10.131], [-4.208, -20.063, 10.643], [-3.805, -21.243, 10.068], [-2.930, -21.285, 9.023], [-2.520, -20.117, 8.524], [-2.869, -18.898, 8.985], [-4.993, -18.149, 12.535], [-5.748, -15.638, 14.014], [-5.342, -13.200, 13.901], [-4.443, -12.185, 11.939], [-3.576, -13.721, 10.033], [-4.922, -20.040, 11.486], [-4.176, -22.157, 10.471], [-1.792, -20.024, 7.665], [-2.514, -17.943, 8.665]]}